1.
Molecular formula: C40H62ClN7O16S
Method: DFT, ωB97M-V/def2-TZVPD

Computed properties:
DFT total energy: -109032.3939 eV
Molecular weight: 964.49 g/mol
SMILES string: N#COc1c(CCOC=O)cc(CCCCS(=O)(=O)O)c2c1C(=O)C(CC=O)=C(CC(=O)Cl)C2=O.CN(C)C=O.CN(C)C=O.CN(C)C=O.CN(C)C=O.CN(C)C=O.CN(C)C=O
Maximum force: 1.1 eV Å⁻¹
Kohn-Sham gap: 0.29192 Ha

```
127
C40H62ClN7O16S (ωB97M-V/def2-TZVPD)
N 2.0125 -1.9946 1.5994
C 1.5198 -1.4737 0.6975
O 0.8851 -0.9560 -0.3005
C 0.3144 0.3095 -0.0247
C 1.0739 1.4574 -0.0920
C 2.5495 1.4244 -0.3938
C 2.9889 0.6204 -1.6068
O 2.1379 0.8512 -2.7415
C 1.9877 -0.2011 -3.5520
O 1.2800 -0.1951 -4.5169
C 0.4509 2.6651 0.1480
C -0.8910 2.7834 0.4650
C -1.5244 4.1390 0.6647
C -0.5812 5.2586 1.1302
C 0.1154 6.0957 0.0512
C -0.8361 6.6508 -1.0214
S -0.8925 5.7686 -2.5774
O -0.2463 6.5725 -3.5722
O -2.2225 5.3122 -2.8619
O 0.0233 4.4936 -2.2826
C -1.6176 1.5931 0.5499
C -1.0254 0.3711 0.2860
C -1.8824 -0.8566 0.3507
O -1.4595 -1.9377 0.6746
C -3.3131 -0.6443 -0.0362
C -3.9953 -1.7905 -0.7218
C -3.9619 -1.5375 -2.2176
O -2.9316 -1.2211 -2.7544
C -3.8876 0.5286 0.2171
C -5.3272 0.8014 -0.1909
C -5.7107 2.2560 -0.1204
O -5.4903 3.0578 -0.9597
Cl -6.6081 2.7468 1.3483
C -3.0676 1.5594 0.9251
O -3.5522 2.2729 1.7695
H 3.0666 0.9638 0.4529
H 2.9460 2.4328 -0.4726
H 4.0019 0.9362 -1.8607
H 3.0613 -0.4410 -1.3820
H 2.5633 -1.0996 -3.2843
H 1.0677 3.5439 0.0554
H -2.3336 4.0624 1.3762
H -2.0026 4.4022 -0.2844
H -1.1806 5.9543 1.7181
H 0.1497 4.8393 1.8218
H 0.9487 5.5896 -0.4284
H 0.5509 6.9617 0.5494
H -0.5252 7.6465 -1.3203
H -1.8667 6.7101 -0.6785
H -0.3089 3.7883 -2.8673
H -3.3938 -2.6848 -0.5648
H -5.0116 -1.9514 -0.3730
H -4.8878 -1.6691 -2.8055
H -5.3799 0.5451 -1.2482
H -6.0111 0.1823 0.3844
C 5.3552 -0.2037 1.3218
O 4.9946 0.9647 1.3521
N 5.9814 -0.8406 2.3185
C 6.3800 -2.2299 2.2065
C 6.2611 -0.1128 3.5458
H 5.1868 -0.8398 0.4371
H 5.8903 -2.8271 2.9775
H 7.4617 -2.3243 2.3200
H 6.0955 -2.6152 1.2296
H 5.3326 0.2457 3.9899
H 6.8926 0.7512 3.3373
H 6.7672 -0.7716 4.2464
C -3.6695 -4.5501 1.8923
O -4.0872 -3.4043 1.9319
N -2.8596 -5.1107 2.8001
C -2.4151 -6.4898 2.6832
C -2.4111 -4.3070 3.9242
H -3.9270 -5.2387 1.0684
H -2.7394 -7.0649 3.5529
H -1.3288 -6.5446 2.6132
H -2.8440 -6.9377 1.7891
H -3.2661 -3.9582 4.5044
H -1.8645 -3.4337 3.5665
H -1.7624 -4.9076 4.5565
C 1.4618 -6.2993 1.5935
O 0.9013 -7.2566 2.1006
N 1.8650 -6.2405 0.3125
C 2.5098 -5.0609 -0.2231
C 1.6272 -7.3842 -0.5555
H 1.6706 -5.3723 2.1543
H 1.9104 -4.6495 -1.0382
H 3.5033 -5.3025 -0.6079
H 2.6053 -4.3066 0.5554
H 0.5604 -7.5998 -0.6108
H 2.1309 -8.2671 -0.1609
H 1.9985 -7.1649 -1.5534
C 0.8982 -4.9537 -3.5040
O 1.1600 -6.1274 -3.6985
N -0.0988 -4.2718 -4.0890
C -0.3495 -2.8713 -3.7857
C -0.9471 -4.9594 -5.0457
H 1.4795 -4.3318 -2.7995
H -1.3470 -2.7502 -3.3723
H -0.2585 -2.2634 -4.6845
H 0.3759 -2.5225 -3.0539
H -1.4389 -5.8104 -4.5727
H -0.3516 -5.3351 -5.8782
H -1.6971 -4.2672 -5.4198
C 7.8337 -0.4925 -1.9674
O 6.6542 -0.8013 -1.9352
N 8.3232 0.7147 -1.6393
C 9.7399 1.0137 -1.6965
C 7.3914 1.7494 -1.2162
H 8.6162 -1.2044 -2.2796
H 10.1074 1.3030 -0.7101
H 9.9278 1.8316 -2.3945
H 10.2893 0.1362 -2.0308
H 6.8486 1.4155 -0.3335
H 6.6721 1.9392 -2.0139
H 7.9296 2.6649 -0.9864
C -8.0015 8.1154 2.9538
O -6.8622 8.4438 2.6867
N -8.4381 6.8419 3.0040
C -9.8078 6.5075 3.3317
C -7.4927 5.7746 2.7174
H -8.7905 8.8524 3.1842
H -9.8450 5.8843 4.2278
H -10.2756 5.9642 2.5080
H -10.3750 7.4176 3.5160
H -6.6606 5.8143 3.4213
H -7.0916 5.8901 1.7109
H -7.9934 4.8146 2.7995
```

Results of the Löwdin charge analysis, in e, for atoms 1 through 99: atom 1 (N): 0.203, atom 2 (C): -0.324, atom 3 (O): 0.078, atom 4 (C): -0.106, atom 5 (C): -0.101, atom 6 (C): -0.078, atom 7 (C): -0.159, atom 8 (O): 0.012, atom 9 (C): -0.356, atom 10 (O): 0.085, atom 11 (C): 0.042, atom 12 (C): -0.100, atom 13 (C): -0.111, atom 14 (C): -0.175, atom 15 (C): -0.210, atom 16 (C): -0.205, atom 17 (S): 0.596, atom 18 (O): -0.279, atom 19 (O): -0.284, atom 20 (O): -0.166, atom 21 (C): -0.013, atom 22 (C): 0.008, atom 23 (C): -0.238, atom 24 (O): 0.155, atom 25 (C): -0.086, atom 26 (C): -0.084, atom 27 (C): -0.222, atom 28 (O): 0.062, atom 29 (C): -0.052, atom 30 (C): -0.084, atom 31 (C): -0.774, atom 32 (O): 0.093, atom 33 (Cl): 0.699, atom 34 (C): -0.257, atom 35 (O): 0.118, atom 36 (H): 0.098, atom 37 (H): 0.129, atom 38 (H): 0.127, atom 39 (H): 0.105, atom 40 (H): 0.151, atom 41 (H): 0.112, atom 42 (H): 0.107, atom 43 (H): 0.115, atom 44 (H): 0.117, atom 45 (H): 0.119, atom 46 (H): 0.094, atom 47 (H): 0.115, atom 48 (H): 0.102, atom 49 (H): 0.112, atom 50 (H): 0.115, atom 51 (H): 0.119, atom 52 (H): 0.122, atom 53 (H): 0.130, atom 54 (H): 0.130, atom 55 (H): 0.127, atom 56 (C): -0.356, atom 57 (O): -0.015, atom 58 (N): -0.183, atom 59 (C): -0.048, atom 60 (C): -0.034, atom 61 (H): 0.127, atom 62 (H): 0.092, atom 63 (H): 0.089, atom 64 (H): 0.085, atom 65 (H): 0.094, atom 66 (H): 0.091, atom 67 (H): 0.086, atom 68 (C): -0.355, atom 69 (O): -0.004, atom 70 (N): -0.186, atom 71 (C): -0.042, atom 72 (C): -0.033, atom 73 (H): 0.134, atom 74 (H): 0.092, atom 75 (H): 0.065, atom 76 (H): 0.084, atom 77 (H): 0.091, atom 78 (H): 0.089, atom 79 (H): 0.088, atom 80 (C): -0.350, atom 81 (O): -0.009, atom 82 (N): -0.181, atom 83 (C): -0.050, atom 84 (C): -0.033, atom 85 (H): 0.134, atom 86 (H): 0.054, atom 87 (H): 0.097, atom 88 (H): 0.051, atom 89 (H): 0.093, atom 90 (H): 0.092, atom 91 (H): 0.070, atom 92 (C): -0.359, atom 93 (O): 0.007, atom 94 (N): -0.181, atom 95 (C): -0.036, atom 96 (C): -0.037, atom 97 (H): 0.107, atom 98 (H): 0.065, atom 99 (H): 0.090

2.
Molecular formula: C40H62F9N4O7S
Method: DFT, ωB97M-V/def2-TZVPD

Computed properties:
DFT total energy: -98037.2769 eV
Molecular weight: 914.01 g/mol
2S+1: 3
Charge: +1
Maximum force: 9.4 eV Å⁻¹
Kohn-Sham gap (alpha / beta): 0.20054 / 0.22189 Ha

```
123
C40H62F9N4O7S (ωB97M-V/def2-TZVPD)
C 1.6539 0.5558 1.7790
C 0.8538 1.9629 2.0923
O 0.9437 2.9621 1.1712
N 0.0586 2.2694 3.3458
C -1.1110 1.3247 3.5355
C -2.3793 1.8086 2.5945
C -3.3050 0.5145 2.1606
C -2.7173 -0.2602 0.8358
C -3.8212 -1.3974 0.3558
O -4.5446 -1.0060 -0.8988
C -5.7241 -1.8834 -1.0293
C -6.8073 -1.3780 -2.1818
C -8.1696 -0.8117 -1.4037
O -8.5063 0.4830 -1.5587
C -9.1047 -1.7366 -0.4110
C -10.1385 -0.9684 0.6414
C -11.0998 -1.7994 1.7284
C -11.0382 -3.4420 1.7770
C -10.0338 -4.2317 0.7202
C -9.0845 -3.3906 -0.3550
C -5.1199 -3.4047 -1.3414
N -4.3736 -3.8779 -0.0981
C -3.2425 -2.9298 0.3239
S -1.6995 -3.1842 -0.7039
O -2.0443 -4.2352 -1.8296
O -1.1834 -1.9290 -1.4459
C -0.4327 -4.0249 0.4024
F -1.1676 -5.1653 1.0678
F -0.1621 -3.0513 1.5254
C 0.9246 -4.5304 -0.3658
F 1.4353 -3.3352 -1.1360
F 0.6103 -5.5527 -1.4332
C 2.1545 -4.9838 0.6188
F 3.3167 -5.3068 -0.2871
F 2.6502 -3.9080 1.5264
C 1.8806 -6.3357 1.5028
F 1.6137 -6.0320 2.9585
F 3.1877 -7.0936 1.5150
F 0.8806 -7.2696 0.9367
H 1.0511 -0.4123 2.0507
H 2.7213 0.5112 2.2864
H 1.8547 0.5191 0.6033
H 0.7200 2.0566 4.1506
H -1.4716 1.4700 4.6607
H -0.8119 0.2027 3.3319
H -3.0367 2.5514 3.2241
H -1.9948 2.3080 1.6081
H -4.4084 0.8692 1.8886
H -3.4341 -0.2832 3.0187
H -1.6485 -0.7333 0.9810
H -2.6699 0.5352 -0.0439
H -4.6661 -1.3809 1.1990
H -6.3518 -1.9967 -0.0367
H -7.0890 -2.2398 -2.9543
H -6.3583 -0.4551 -2.7549
H -10.2384 0.2182 0.6747
H -11.8080 -1.2694 2.4994
H -11.6949 -4.0156 2.5587
H -10.0395 -5.4026 0.7756
H -8.3607 -3.9988 -1.0813
H -6.0367 -4.1130 -1.5612
H -4.4262 -3.2720 -2.2880
H -5.0273 -3.9102 0.7379
H -3.9910 -4.8614 -0.1946
H -2.9726 -3.2169 1.4460
C 3.2096 5.9903 1.7665
C 1.8980 6.6420 2.2846
C 1.9583 8.1739 2.0529
C 2.9275 8.8788 2.9961
C 2.6142 8.5472 4.4504
C 2.4955 7.0270 4.7434
N 1.6730 6.2878 3.7276
O 0.3187 6.5375 4.0174
C 3.9057 6.3860 4.8244
C 1.9489 6.8724 6.2041
C 0.8045 6.0392 1.3414
H 3.2368 5.9734 0.6692
H 4.1124 6.5242 2.0600
H 3.2970 4.9497 2.1034
H 0.9606 8.6151 2.1824
H 2.2503 8.3887 1.0166
H 3.9625 8.6103 2.7600
H 2.8543 9.9630 2.8473
H 3.3866 8.9945 5.0892
H 1.6736 9.0490 4.7155
H 3.8407 5.2935 4.8979
H 4.4489 6.7341 5.7119
H 4.5505 6.6362 3.9823
H 0.9983 7.3967 6.3553
H 2.6488 7.2987 6.9335
H 1.8059 5.8167 6.4654
H 0.7417 4.9503 1.4562
H 1.0360 6.2470 0.2892
H -0.1911 6.4615 1.5179
C 5.8597 -3.0913 -6.9655
C 6.1233 -2.2499 -5.6864
C 6.8095 -3.1395 -4.6179
C 5.8622 -4.1636 -4.0015
C 4.6133 -3.4890 -3.4464
C 3.9001 -2.5466 -4.4535
N 4.8434 -1.6392 -5.1895
O 5.1871 -0.5894 -4.3175
C 3.0850 -3.3775 -5.4787
C 2.7925 -1.7684 -3.6636
C 7.1514 -1.1752 -6.1732
H 6.7924 -3.2857 -7.5109
H 5.4424 -4.0772 -6.7657
H 5.1899 -2.5648 -7.6571
H 7.2206 -2.5144 -3.8134
H 7.6664 -3.6665 -5.0576
H 5.5865 -4.9277 -4.7358
H 6.3785 -4.6938 -3.1920
H 3.9180 -4.2639 -3.0987
H 4.9058 -2.9211 -2.5527
H 2.6832 -2.7397 -6.2756
H 2.2282 -3.8679 -4.9996
H 3.6525 -4.1861 -5.9387
H 3.1947 -1.2226 -2.8024
H 2.0393 -2.4568 -3.2606
H 2.2701 -1.0538 -4.3115
H 6.7144 -0.5343 -6.9486
H 8.0425 -1.6505 -6.6019
H 7.5150 -0.5344 -5.3621
```

Results of the Löwdin charge analysis, in e, for atoms 1 through 99: atom 1 (C): -0.038, atom 2 (C): -0.275, atom 3 (O): -0.051, atom 4 (N): -0.026, atom 5 (C): -0.223, atom 6 (C): -0.155, atom 7 (C): -0.206, atom 8 (C): -0.122, atom 9 (C): -0.233, atom 10 (O): -0.100, atom 11 (C): -0.255, atom 12 (C): -0.026, atom 13 (C): -0.223, atom 14 (O): -0.034, atom 15 (C): -0.093, atom 16 (C): 0.021, atom 17 (C): -0.037, atom 18 (C): -0.046, atom 19 (C): -0.056, atom 20 (C): -0.035, atom 21 (C): -0.054, atom 22 (N): 0.043, atom 23 (C): -0.217, atom 24 (S): 0.909, atom 25 (O): -0.336, atom 26 (O): -0.272, atom 27 (C): -0.205, atom 28 (F): -0.008, atom 29 (F): -0.007, atom 30 (C): -0.090, atom 31 (F): 0.028, atom 32 (F): 0.051, atom 33 (C): -0.082, atom 34 (F): 0.043, atom 35 (F): 0.057, atom 36 (C): -0.120, atom 37 (F): 0.037, atom 38 (F): 0.037, atom 39 (F): 0.059, atom 40 (H): 0.055, atom 41 (H): 0.103, atom 42 (H): 0.105, atom 43 (H): 0.133, atom 44 (H): 0.142, atom 45 (H): 0.105, atom 46 (H): 0.127, atom 47 (H): 0.122, atom 48 (H): 0.133, atom 49 (H): 0.119, atom 50 (H): 0.109, atom 51 (H): 0.156, atom 52 (H): 0.165, atom 53 (H): 0.147, atom 54 (H): 0.144, atom 55 (H): 0.147, atom 56 (H): 0.112, atom 57 (H): 0.093, atom 58 (H): 0.093, atom 59 (H): 0.083, atom 60 (H): 0.074, atom 61 (H): 0.148, atom 62 (H): 0.173, atom 63 (H): 0.205, atom 64 (H): 0.195, atom 65 (H): 0.187, atom 66 (C): -0.041, atom 67 (C): -0.469, atom 68 (C): -0.139, atom 69 (C): -0.190, atom 70 (C): -0.138, atom 71 (C): -0.477, atom 72 (N): -0.024, atom 73 (O): -0.035, atom 74 (C): -0.047, atom 75 (C): -0.051, atom 76 (C): -0.048, atom 77 (H): 0.088, atom 78 (H): 0.055, atom 79 (H): 0.087, atom 80 (H): 0.124, atom 81 (H): 0.124, atom 82 (H): 0.103, atom 83 (H): 0.115, atom 84 (H): 0.124, atom 85 (H): 0.123, atom 86 (H): 0.088, atom 87 (H): 0.084, atom 88 (H): 0.058, atom 89 (H): 0.075, atom 90 (H): 0.083, atom 91 (H): 0.083, atom 92 (H): 0.040, atom 93 (H): 0.087, atom 94 (H): 0.076, atom 95 (C): -0.045, atom 96 (C): -0.477, atom 97 (C): -0.137, atom 98 (C): -0.187, atom 99 (C): -0.141

The lowest DFT total energy belongs to which entry? C40H62ClN7O16S